[1]
Formula: C40H102F3O14Zn
Source: the Open Molecules 2025 dataset
Level of theory: wB97M-V/def2-TZVPD

Last column: Löwdin charge in e.
Positions of all 160 atoms, in Å:
Zn 21.842 -9.945 21.336  0.847
C 20.347 -7.742 23.500  -0.319
O 20.372 -6.427 22.874  -0.107
O 21.211 -8.613 22.782  -0.208
C 20.532 -7.577 25.042  -0.544
F 19.634 -6.773 25.637  0.153
F 20.526 -8.689 25.697  0.146
F 21.777 -7.041 25.305  0.118
C 19.179 -5.687 22.681  -0.256
C 19.353 -4.681 21.600  -0.067
H 18.447 -4.324 21.110  0.069
H 19.831 -3.811 22.050  0.072
H 19.932 -5.107 20.782  0.076
H 18.803 -5.154 23.555  0.116
H 18.394 -6.339 22.298  0.109
H 19.322 -8.084 23.357  0.124
C 18.031 -2.969 17.109  -0.037
C 17.432 -3.955 18.092  -0.508
C 16.347 -3.361 19.080  -0.043
O 16.912 -5.059 17.365  -0.043
H 17.117 -2.582 16.657  0.092
H 18.794 -3.496 16.536  0.090
H 18.573 -2.237 17.707  0.056
H 18.193 -4.080 18.862  0.097
H 15.514 -2.893 18.555  0.079
H 16.836 -2.615 19.705  0.061
H 16.021 -4.200 19.695  0.076
H 16.028 -4.745 17.160  0.086
C 15.956 -6.570 26.457  -0.045
C 15.775 -5.073 26.189  -0.519
C 16.909 -4.240 26.702  -0.051
O 15.662 -4.779 24.835  -0.045
H 15.479 -7.130 25.653  0.067
H 15.581 -6.810 27.452  0.086
H 16.982 -6.934 26.386  0.056
H 14.827 -4.689 26.565  0.140
H 16.778 -4.418 27.769  0.086
H 16.773 -3.162 26.619  0.084
H 17.908 -4.501 26.351  0.074
H 15.125 -5.473 24.445  0.079
C 19.594 -1.648 24.928  -0.051
C 20.975 -1.501 25.620  -0.459
C 21.158 -2.483 26.776  -0.049
O 21.977 -1.798 24.640  -0.067
H 19.511 -0.888 24.151  0.058
H 18.776 -1.454 25.622  0.073
H 19.358 -2.507 24.300  0.061
H 21.101 -0.478 25.973  0.136
H 20.451 -2.325 27.590  0.085
H 22.200 -2.490 27.096  0.078
H 21.102 -3.458 26.292  0.069
H 22.086 -1.047 24.051  0.088
C 22.428 -7.178 17.996  -0.010
C 23.010 -8.392 18.744  -0.495
C 24.504 -8.368 18.796  -0.028
O 22.609 -8.322 20.056  -0.092
H 21.351 -7.140 18.165  0.068
H 22.596 -7.357 16.934  0.092
H 22.987 -6.250 18.122  0.079
H 22.613 -9.291 18.273  0.140
H 24.741 -9.328 19.253  0.082
H 24.850 -7.431 19.233  0.089
H 24.932 -8.201 17.808  0.096
H 22.617 -7.434 20.421  0.052
C 21.450 -1.022 19.158  -0.053
C 20.157 -0.354 19.530  -0.499
C 19.378 -0.966 20.729  -0.040
O 20.449 1.028 19.639  -0.030
H 21.359 -2.066 18.857  0.069
H 22.163 -1.039 19.981  0.079
H 21.954 -0.512 18.337  0.088
H 19.403 -0.455 18.750  0.112
H 19.906 -0.724 21.652  0.068
H 19.222 -2.030 20.555  0.046
H 18.366 -0.592 20.886  0.077
H 19.591 1.453 19.710  0.092
C 22.279 -9.831 28.188  -0.018
C 21.082 -10.604 28.686  -0.543
C 20.840 -10.842 30.037  -0.037
O 20.019 -9.947 27.982  -0.070
H 22.074 -8.761 28.221  0.103
H 22.475 -10.177 27.173  0.079
H 23.178 -9.919 28.797  0.100
H 21.138 -11.563 28.172  0.120
H 19.795 -11.126 30.156  0.099
H 20.917 -9.865 30.513  0.115
H 21.493 -11.643 30.386  0.119
H 20.419 -9.575 27.193  0.040
C 25.292 -10.834 23.751  -0.030
C 24.399 -9.786 23.148  -0.483
C 25.265 -8.603 22.633  -0.017
O 23.795 -10.267 22.007  -0.068
H 25.951 -10.402 24.504  0.100
H 25.894 -11.414 23.052  0.101
H 24.692 -11.573 24.283  0.065
H 23.778 -9.345 23.928  0.144
H 25.921 -8.771 21.778  0.091
H 25.787 -8.216 23.508  0.093
H 24.583 -7.854 22.231  0.068
H 24.523 -10.702 21.558  0.125
C 16.163 -12.341 27.450  0.024
C 17.336 -11.672 26.713  -0.384
C 17.042 -10.178 26.702  -0.020
O 18.523 -12.096 27.305  0.267
H 15.246 -12.150 26.893  0.110
H 16.053 -11.936 28.456  0.111
H 16.344 -13.409 27.576  0.104
H 17.400 -12.035 25.687  0.176
H 16.970 -9.794 27.720  0.117
H 16.118 -10.044 26.139  0.106
H 17.811 -9.590 26.203  0.078
H 18.973 -11.249 27.356  0.068
C 18.513 -10.128 18.352  -0.005
C 19.536 -9.188 19.017  -0.439
C 18.995 -7.880 19.487  -0.025
O 20.155 -9.868 20.100  -0.075
H 19.001 -11.004 17.924  0.093
H 17.881 -9.729 17.559  0.099
H 17.807 -10.368 19.146  0.069
H 20.279 -9.024 18.237  0.127
H 18.549 -7.360 18.639  0.099
H 19.797 -7.279 19.917  0.070
H 18.259 -7.823 20.290  0.081
H 19.448 -10.387 20.491  0.061
C 16.268 -12.643 22.603  -0.026
C 17.115 -11.534 21.906  -0.444
C 17.151 -10.162 22.660  -0.007
O 18.431 -11.934 21.590  -0.061
H 16.711 -12.831 23.581  0.052
H 16.324 -13.654 22.201  0.087
H 15.232 -12.335 22.741  0.093
H 16.585 -11.426 20.960  0.125
H 16.157 -9.729 22.772  0.094
H 17.797 -9.416 22.197  0.055
H 17.638 -10.253 23.631  0.053
H 18.338 -12.805 21.197  0.113
C 20.531 -12.125 24.819  -0.031
C 21.660 -11.994 23.800  -0.435
C 22.407 -13.372 23.608  -0.009
O 21.174 -11.564 22.548  -0.075
H 19.821 -11.302 24.737  0.073
H 20.998 -12.074 25.803  0.081
H 20.055 -13.090 24.645  0.091
H 22.384 -11.297 24.223  0.118
H 21.727 -14.224 23.611  0.084
H 23.065 -13.528 24.463  0.084
H 23.029 -13.216 22.727  0.082
H 20.444 -12.165 22.381  0.089
C 23.272 -4.404 22.720  -0.034
C 23.032 -4.605 21.262  -0.495
C 24.214 -4.340 20.348  -0.030
O 22.632 -5.936 21.204  -0.069
H 23.940 -5.130 23.183  0.099
H 22.309 -4.367 23.230  0.079
H 23.654 -3.394 22.866  0.090
H 22.276 -3.923 20.875  0.126
H 23.923 -4.466 19.306  0.068
H 24.968 -5.101 20.552  0.076
H 24.788 -3.417 20.430  0.090
H 22.249 -6.053 22.076  0.058

Calculated values
- LUMO (alpha / beta) (eV) = -4.42 / -10.66
- spin multiplicity = 2
- HOMO (alpha / beta) (eV) = -12.736 / -12.736
- net charge = +2


[2]
Formula: C10H16
Source: the Open Molecules 2025 dataset
Level of theory: wB97M-V/def2-TZVPD

Last column: Löwdin charge in e.
Positions of all 26 atoms, in Å:
C -2.415 -2.048 -2.122  -0.062
C 0.322 1.136 -1.199  -0.119
C 0.804 -0.074 -1.655  -0.113
C -1.065 1.327 -1.123  -0.077
C -0.012 -1.113 -2.055  -0.049
C -1.915 0.247 -1.409  -0.053
C -1.401 -0.960 -1.899  -0.282
H 0.922 1.920 -0.760  0.099
H 1.849 -0.345 -1.677  0.101
H -1.365 2.346 -0.920  0.099
H 0.283 -1.988 -2.612  0.110
H -2.943 0.283 -1.072  0.103
H -3.258 -1.950 -1.451  0.074
H -1.967 -3.022 -1.856  0.079
H -2.535 -2.195 -3.199  0.085
C 2.214 0.517 3.087  -0.328
C 1.572 0.977 4.386  -0.129
C 1.214 0.139 2.002  -0.128
H 2.945 1.240 2.715  0.099
H 2.772 -0.405 3.284  0.099
H 0.951 1.870 4.305  0.070
H 2.419 1.191 5.043  0.067
H 1.704 -0.430 1.207  0.063
H 0.433 -0.491 2.435  0.075
H 0.934 0.196 4.792  0.067
H 0.731 0.969 1.488  0.052

Calculated values
- LUMO (eV) = 1.00
- energy above the lowest of the compared OMol25 structures with the same formula, charge and spin (kcal per mole) = 19.0
- spin multiplicity = 1
- HOMO (eV) = -8.937
- net charge = 0


[3]
Formula: C21H31EuN5O6S
Source: the Open Molecules 2025 dataset
Level of theory: wB97M-V/def2-TZVPD

Last column: Löwdin charge in e.
Positions of all 65 atoms, in Å:
O -2.609 5.518 -2.285  -0.127
H -2.996 6.284 -1.827  0.083
Eu -0.042 1.422 -0.391  1.632
N 1.712 0.659 -1.287  -0.350
N -0.635 1.626 -2.369  -0.384
N 0.524 0.821 1.515  -0.255
N -1.719 2.041 0.560  -0.254
O 2.775 0.324 -0.645  -0.128
O 1.674 0.193 1.935  -0.075
O -2.833 2.588 -0.029  -0.042
O -1.842 1.794 -2.640  -0.099
C 0.311 1.057 -3.201  -0.279
C 1.526 0.554 -2.649  -0.289
C -0.529 1.019 2.374  -0.294
C -1.718 1.605 1.851  -0.307
C 2.633 -0.070 -3.391  -0.040
H 2.830 -1.078 -2.999  0.050
H 3.556 0.518 -3.263  0.093
H 2.457 -0.173 -4.467  0.074
C -0.075 1.044 -4.627  -0.044
H -0.347 2.062 -4.948  0.091
H -0.963 0.410 -4.773  0.088
H 0.703 0.687 -5.304  0.066
C -0.397 0.605 3.781  -0.025
C -2.937 1.792 2.666  -0.033
H 0.636 0.546 4.154  0.090
H -0.857 -0.383 3.941  0.073
H -0.916 1.323 4.427  0.086
H -3.873 1.860 2.096  0.086
H -2.858 2.710 3.271  0.099
H -3.055 0.947 3.353  0.075
H 2.232 0.151 1.089  0.070
H -2.499 2.949 -0.886  0.065
C -1.336 5.313 -1.662  -0.164
H -0.679 4.688 -2.284  0.081
H -1.437 5.003 -0.609  0.075
H -0.849 6.280 -1.630  0.070
O 1.649 3.066 0.155  -0.113
H 1.205 2.547 0.880  0.006
H 1.918 2.415 -0.547  0.012
N -1.124 -0.691 -0.458  -0.441
S -0.775 -2.213 -0.717  1.089
C 1.042 -2.412 -0.523  -0.368
C 1.774 -2.843 -1.635  -0.107
C 3.140 -3.108 -1.526  -0.085
C 3.791 -2.956 -0.302  -0.060
C 3.064 -2.555 0.813  -0.055
C 1.694 -2.297 0.702  -0.102
C -1.169 -2.923 0.922  -0.377
C -0.634 -4.175 1.258  -0.097
C -0.818 -4.706 2.533  -0.071
C -1.558 -4.003 3.484  -0.078
C -2.107 -2.767 3.152  -0.082
C -1.916 -2.227 1.870  -0.078
H -2.132 -0.478 -0.450  0.034
H 1.271 -2.983 -2.594  0.116
H 3.703 -3.440 -2.400  0.114
H 4.860 -3.156 -0.222  0.112
H 3.565 -2.457 1.779  0.121
H 1.144 -2.043 1.606  0.115
H -0.036 -4.733 0.538  0.117
H -0.379 -5.670 2.794  0.109
H -1.698 -4.415 4.483  0.107
H -2.691 -2.216 3.895  0.108
H -2.351 -1.250 1.662  0.094

Calculated values
- LUMO (alpha / beta) (eV) = 0.35 / -0.41
- spin multiplicity = 8
- HOMO (alpha / beta) (eV) = -5.503 / -7.477
- net charge = 0


[4]
Formula: C3H34NO17
Source: the Open Molecules 2025 dataset
Level of theory: wB97M-V/def2-TZVPD

Last column: Löwdin charge in e.
Positions of all 55 atoms, in Å:
C -0.327 -1.058 -1.255  -0.161
C -1.730 -0.963 -0.529  -0.212
O -2.317 0.285 -0.894  -0.115
N 0.751 -1.875 -0.598  0.033
C 1.430 -1.304 0.554  -0.692
O 2.349 -1.895 1.158  -0.008
O 1.231 -0.039 0.719  -0.149
H 0.011 -0.022 -1.261  0.074
H -0.481 -1.597 -2.271  0.134
H -2.482 -1.833 -0.683  0.134
H -1.758 -0.856 0.543  0.067
H -2.292 0.342 -1.906  0.093
H 0.415 -2.918 -0.242  0.194
H 1.289 3.358 0.103  -0.018
H 1.108 2.210 -0.748  0.065
O 0.921 3.194 -0.717  -0.021
H -0.743 2.108 1.157  0.016
H -0.316 0.567 1.085  0.062
O -0.553 1.335 1.746  -0.137
H 2.574 3.641 1.651  0.011
H 3.772 2.941 0.820  -0.019
O 3.286 3.648 1.053  0.026
H -2.653 0.409 -3.445  -0.122
H -1.855 0.016 -4.559  0.009
O -2.755 -0.016 -4.170  0.003
H -1.213 -1.755 2.677  0.022
H -2.626 -1.512 2.115  -0.022
O -1.980 -2.141 2.214  -0.033
H 0.540 -0.059 2.565  0.033
H 0.647 -1.561 2.847  0.009
O 0.201 -0.800 3.152  -0.047
H -3.402 1.341 1.461  -0.056
H -3.626 0.290 2.683  0.077
O -3.980 0.833 1.918  -0.025
H -1.689 -4.043 -0.614  0.000
H -2.088 -3.523 0.850  -0.005
O -2.361 -3.865 0.002  -0.046
H 2.824 -0.139 -1.538  0.075
H 1.478 0.465 -1.781  0.088
O 2.270 0.014 -2.321  -0.080
H -2.019 2.252 -0.484  0.061
H -0.860 3.219 -0.571  0.058
O -1.662 3.044 0.062  -0.133
H 1.633 -2.687 -2.841  -0.042
H 2.071 -1.361 -3.177  0.040
O 1.834 -2.282 -3.635  -0.097
H 0.100 -1.180 -4.419  0.072
H 0.521 0.200 -4.062  0.022
O -0.223 -0.238 -4.433  -0.051
H 0.368 1.900 2.962  -0.086
H 1.946 1.890 3.342  0.010
O 1.057 2.287 3.433  -0.067
H 2.909 -0.523 2.526  0.059
H 2.575 0.783 1.760  -0.012
O 2.911 0.476 2.592  -0.088

Calculated values
- LUMO (eV) = 2.20
- energy above the lowest of the compared OMol25 structures with the same formula, charge and spin (kcal per mole) = 96.4
- spin multiplicity = 1
- HOMO (eV) = -7.333
- net charge = -1


Going through the records in order, we get F_max values of 0.10861, 0.04676, 0.09218, 0.17228 hartree/bohr.